57
Properties=species:S:1:pos:R:3:forces:R:3 method="wB97M-V/def2-TZVPD" charge=0 lumo_energy_ev=-0.01 relative_energy_ev=2.420 mol_weight_g_mol=322.3
C -3.106559 3.320876 0.174009 0.094 0.081 -0.506
C -1.925643 2.358538 -0.115929 -0.536 0.498 1.250
C -1.562984 1.446609 1.077755 0.787 0.299 -1.935
N -1.094191 0.178026 0.512576 -0.751 -1.616 1.396
C -1.243891 -1.032070 1.356096 1.001 1.260 -0.007
N 0.099401 -1.476534 1.734598 -0.106 -0.977 0.656
H -2.797627 4.308396 -0.170359 -0.602 0.195 0.101
H -3.599663 3.363289 1.149384 1.033 0.028 0.461
H -3.952397 2.920390 -0.367418 -0.072 0.510 -0.676
H -2.258478 1.794052 -0.977747 0.300 -0.427 0.038
H -1.025811 2.903396 -0.418035 -0.105 0.051 -0.051
H -2.366989 1.457002 1.816303 -0.185 -0.730 -0.193
H -0.669436 1.849814 1.565965 -0.283 0.418 0.390
H -1.295907 -0.141890 -0.425585 -0.819 1.079 -0.161
H -1.832978 -0.875092 2.261529 0.357 0.601 0.212
H -1.865367 -1.748052 0.846517 0.675 -0.649 -0.251
H 0.733502 -1.627125 0.959596 -0.512 -0.278 -0.449
H 0.538791 -0.712012 2.218664 -0.052 0.381 0.416
H 2.497107 -3.198989 -0.951811 0.270 -0.230 0.018
H 0.343589 -1.439570 -2.828161 0.065 0.337 -0.044
O 0.197547 -2.210828 -3.377307 -0.276 -0.070 -0.392
H 0.564838 -3.886761 3.828724 0.087 -1.000 -0.335
H 0.544534 -2.442824 3.874928 -0.370 0.334 -0.042
O 0.242970 -3.197830 4.392779 0.141 0.573 0.334
H -0.417436 -2.941248 -1.462091 -0.239 0.262 -0.127
H -2.705443 -0.023829 -3.199983 -0.059 -0.452 -0.672
O -1.262380 -2.879389 -0.989915 0.095 -0.736 0.025
H -3.971485 -2.488990 -1.609712 -0.331 0.175 -0.284
H -2.944989 -1.948816 -0.716380 -0.122 0.539 -0.587
O -3.717649 -1.639088 -1.233243 0.251 -0.491 0.597
H 1.895833 2.746593 1.097011 -0.430 0.220 -0.044
H 1.515361 1.240284 1.065257 -0.657 -0.032 0.182
O 2.225382 1.860924 0.909643 0.599 -0.410 -0.446
H -4.130353 0.350922 -0.118388 -0.475 -0.556 -0.230
H -5.689487 0.583991 0.086097 0.187 -0.571 -0.164
O -4.819664 0.981317 0.107143 0.130 0.773 0.349
H 4.862335 2.032721 -0.542844 0.647 -0.066 -0.065
H 3.787654 1.307969 -1.167268 -0.026 -0.090 -0.574
O 4.746300 1.407760 -1.274522 -0.810 0.131 0.768
H -1.411657 -3.802856 -0.755325 -0.072 0.067 0.201
H 1.579086 -2.048353 -1.088085 -0.064 0.041 -0.044
O 1.578607 -3.016533 -1.150348 -0.054 0.140 0.032
H 0.018971 4.758154 0.670307 0.101 0.441 -0.385
H 1.559752 5.095101 0.319813 -0.468 0.474 -0.323
O 0.943301 4.544133 0.798834 0.458 -0.996 0.758
H 4.005956 1.089230 3.203443 -0.019 0.156 0.417
H 3.797622 0.677995 1.788103 -0.076 0.185 -0.269
O 4.494675 0.932637 2.397678 0.303 -0.301 -0.085
H -1.262865 0.676555 -3.307621 -0.066 -0.140 -1.094
H 0.876119 -2.807796 -3.055139 0.318 -0.239 -0.063
O -1.999380 0.433367 -2.762103 0.344 0.517 1.696
H 0.233547 0.394341 -1.659661 -0.125 -0.147 0.055
H 1.503321 0.505520 -0.902665 0.271 0.047 0.253
O 1.108783 -0.011691 -1.609294 -0.094 0.161 -0.235
H 4.253537 -1.843484 0.364723 -0.133 -0.050 0.084
H 4.083384 -0.623606 -0.484531 0.250 0.313 -0.346
O 3.613608 -1.419671 -0.220434 0.223 -0.033 0.390

=====

52
Properties=species:S:1:pos:R:3:forces:R:3 method="wB97M-V/def2-TZVPD" charge=-1 lumo_energy_ev=1.89 relative_energy_ev=0.000 mol_weight_g_mol=504.7
Ba -0.180966 -0.244922 0.810384 0.600 -0.804 1.897
O -1.291617 0.880799 5.080937 -0.277 -0.111 0.185
C -1.202477 0.430919 3.789449 0.322 -0.016 -1.361
O -0.806654 -0.729533 3.576100 -0.338 0.009 0.421
O -1.501101 1.263450 2.886901 -0.022 0.282 0.209
H -1.083754 0.104032 5.614378 0.196 0.022 0.004
O 3.457784 1.323279 2.549381 -0.100 0.234 -0.268
C 2.791719 0.224818 3.169906 0.544 -0.468 -0.007
O 3.106592 0.047602 4.350290 -0.179 0.105 0.014
O 2.076145 -0.419583 2.388433 -0.483 0.311 -0.255
H 4.004923 1.644554 3.271282 0.097 0.154 0.076
O 0.205286 -4.795612 -0.017876 0.055 0.258 0.241
C 0.244079 -3.456098 0.351567 0.236 1.119 -0.448
O 0.003321 -2.617773 -0.599529 -0.214 -0.538 -0.216
O 0.521372 -3.147388 1.498803 -0.282 -0.511 0.082
H 0.081261 -4.761114 -0.970433 -0.108 -0.014 -0.135
C 4.067044 -1.275782 -0.920083 0.414 0.130 -0.106
C 2.762671 -0.731642 -1.458126 0.031 0.050 -0.039
O 2.186930 0.189381 -0.529653 -0.278 0.247 -0.692
H 4.497784 -2.071936 -1.533882 -0.328 -0.094 -0.013
H 3.902203 -1.633826 0.095675 0.083 -0.030 0.008
H 4.838593 -0.495250 -0.912207 -0.176 0.039 0.218
H 2.022479 -1.525177 -1.573228 -0.009 -0.016 0.100
H 2.887086 -0.250288 -2.441049 0.087 -0.015 0.104
H 2.824695 0.848126 -0.232195 0.159 -0.249 0.266
C -3.544290 -3.141407 0.720362 -0.156 0.128 -0.445
C -3.357704 -1.775547 0.076548 -0.223 -0.169 0.074
O -2.857375 -0.857700 1.054755 -0.270 -0.007 -0.818
H -4.034285 -3.833719 0.029001 0.112 -0.012 0.010
H -4.174352 -3.057629 1.606553 0.048 -0.015 0.074
H -2.567764 -3.532456 0.997840 -0.027 -0.093 0.127
H -4.278827 -1.381718 -0.377117 -0.072 -0.096 0.231
H -2.645257 -1.835215 -0.748774 0.269 0.040 0.250
H -3.589659 -0.621465 1.629860 0.275 0.137 0.299
C -0.550800 4.131210 -1.019585 0.017 0.495 -0.313
C 0.541881 3.265623 -0.434205 0.063 0.041 0.276
O 0.097309 2.510041 0.689351 0.106 0.477 -0.512
H -0.199747 4.606489 -1.944119 -0.014 -0.125 0.041
H -0.815043 4.955463 -0.351251 -0.069 -0.165 0.105
H -1.453764 3.568838 -1.252714 0.016 -0.095 0.068
H 1.379598 3.902834 -0.128383 0.079 -0.092 -0.121
H 0.909938 2.549973 -1.168335 -0.017 -0.084 0.033
H -0.045022 3.128277 1.414377 -0.180 -0.408 0.330
C -0.838839 1.528776 -3.907697 0.117 -0.433 0.305
C -0.951962 0.302044 -3.007504 -0.059 0.235 0.143
O -1.349527 0.652991 -1.662717 0.293 -0.096 -0.662
H -0.520549 1.225418 -4.905534 -0.093 0.004 -0.053
H -0.071224 2.188663 -3.504301 -0.123 0.186 -0.006
H -1.795895 2.047991 -3.980771 0.046 0.112 -0.040
H 0.024467 -0.176315 -2.936413 -0.064 -0.079 0.227
H -1.651890 -0.434024 -3.412319 -0.021 0.041 -0.002
H -2.074817 1.281524 -1.722135 -0.081 -0.020 0.092